Record 1
DFT (ωB97M-V/def2-TZVPD) results for a molecular structure, C42H43Cl2N7O7SSiV.

CARTESIAN COORDINATES (ANGSTROEM)
V: -0.713 -0.534 -0.904
Cl: 2.281 2.747 4.781
Cl: 2.493 6.141 0.559
S: 1.354 -1.642 -3.377
Si: -0.453 3.046 -1.336
O: -3.483 -1.282 -3.883
O: 1.229 -0.335 0.149
O: 2.434 -0.770 -2.962
O: -2.569 -0.976 -1.851
O: -0.607 1.477 -1.339
O: 1.150 1.309 1.658
O: 1.329 -2.006 -4.788
N: 2.856 3.503 1.874
N: -0.936 -2.460 0.126
N: -3.561 1.453 -0.125
N: -4.830 -0.186 0.702
N: -1.042 -3.687 1.965
N: -0.045 -1.232 -2.835
N: -1.395 -0.069 1.446
C: -0.812 3.856 0.344
C: -1.226 -4.575 0.915
C: 1.996 -3.135 -1.147
C: -1.446 -5.946 0.856
C: 1.292 3.594 -1.836
C: -6.136 1.457 -2.805
C: 1.522 6.615 4.380
C: -4.986 1.871 -2.157
C: 4.962 3.137 3.022
C: 4.102 1.462 1.490
C: 1.737 0.611 0.790
C: 2.431 4.525 2.731
C: -5.465 0.223 -0.453
C: 1.611 -4.383 -3.163
C: -2.519 -1.088 -3.130
C: -0.894 -2.436 1.420
C: -0.775 -1.164 2.201
C: -1.596 -5.687 -1.561
C: 6.064 2.340 3.300
C: 2.195 -6.847 -0.322
C: 2.197 5.812 2.230
C: 1.728 5.358 4.910
C: -3.680 0.570 0.812
C: -1.628 -6.485 -0.407
C: -4.654 1.250 -0.957
C: 6.191 1.100 2.700
C: 2.154 4.330 4.091
C: 1.790 -5.568 -2.460
C: -1.367 -4.325 -1.495
C: 2.151 -4.326 -0.451
C: 1.702 -3.168 -2.506
C: 3.165 0.992 0.401
C: -6.622 -0.201 -1.097
C: -1.637 3.898 -2.546
C: -6.946 0.438 -2.281
C: 5.216 0.690 1.796
C: -1.132 -0.928 -3.775
C: 2.044 -5.560 -1.093
C: -2.712 0.309 1.928
C: 3.958 2.699 2.155
C: -1.172 -3.780 -0.234
C: 1.743 6.844 3.031
H: -1.234 -1.308 3.185
H: 3.246 -7.089 -0.139
H: 5.322 -0.261 1.285
H: 1.534 5.148 5.954
H: 2.345 -4.296 0.619
H: -1.748 -6.153 -2.528
H: 2.057 -2.177 -0.638
H: 1.572 7.815 2.589
H: -1.083 -3.893 2.946
H: -7.827 0.125 -2.828
H: 1.686 2.876 -2.565
H: 1.389 -4.386 -4.224
H: -2.635 3.968 -2.094
H: -1.479 -6.565 1.746
H: 1.749 -7.682 -0.865
H: 4.865 4.109 3.492
H: -7.231 -1.009 -0.709
H: -3.109 -0.535 2.499
H: -4.330 2.625 -2.577
H: 7.044 0.465 2.910
H: 1.977 3.608 -0.978
H: -1.331 -3.679 -2.364
H: -0.196 3.386 1.121
H: -2.685 1.166 2.605
H: -1.311 4.915 -2.805
H: -6.404 1.904 -3.755
H: 6.822 2.698 3.987
H: -1.864 3.681 0.600
H: 3.599 0.147 -0.130
H: -1.805 -7.551 -0.506
H: 1.313 4.596 -2.281
H: 1.698 -6.519 -2.979
H: -1.079 0.119 -4.099
H: 1.173 7.419 5.017
H: 3.049 1.778 -0.356
H: -0.622 4.937 0.347
H: -1.720 3.312 -3.468
H: -0.727 0.705 1.445
H: -1.072 -1.543 -4.671
H: 0.273 -0.921 2.360
H: 2.071 2.979 1.478
H: 1.698 -6.779 0.649
H: -5.032 -1.011 1.236

- Relative energy (zero: lowest compared OMol25 entry of this formula, charge and spin): 39.3 kcal per mole
- Calculated total energy: -138470.3421 eV
- Largest force on an atom: 0.01227 Eh/bohr
- <S²>: 3.7553
- Kohn-Sham gap (spin up / spin down): 4.3 / 6.2 eV
- Total charge: -2
- Molar mass: 939.9 g mol⁻¹
- Spin multiplicity: 4
- HOMO (spin up / spin down): -0.0204 / -0.0902 Eh
- E_LUMO (spin up / spin down): 3.8 / 3.8 eV

Record 2
DFT (ωB97M-V/def2-TZVPD) results for a molecular structure, C42H43F5N6 at a distorted geometry.

CARTESIAN COORDINATES (ANGSTROEM)
F: 1.122 -2.637 -1.902
F: 2.752 0.283 1.999
F: -2.144 2.779 -3.298
F: -5.643 0.145 -0.819
F: 5.728 1.019 5.631
N: -0.071 -4.600 -4.071
N: 0.008 0.098 3.246
N: 0.289 1.979 -5.925
N: 4.897 3.092 -2.062
N: -0.999 2.996 -0.246
N: -1.091 3.896 3.210
C: 2.864 1.310 3.531
C: 0.295 -3.247 -1.014
C: 1.972 -0.558 -0.163
C: -2.269 1.428 -3.264
C: -1.074 -5.151 -0.444
C: -3.513 0.569 0.403
C: -2.581 0.751 -2.025
C: -0.867 4.376 -2.524
C: -2.427 -1.243 1.414
C: -0.988 3.614 -1.268
C: 1.865 1.155 4.418
C: -1.296 2.725 3.123
C: 0.010 0.333 -1.155
C: -3.428 -2.135 1.023
C: 0.707 1.092 0.980
C: -0.019 -2.597 0.159
C: 3.356 1.990 -0.277
C: -1.612 1.286 3.024
C: 0.697 1.843 -3.347
C: 2.107 -1.531 2.946
C: -0.303 1.086 -0.035
C: 0.479 -3.607 -3.924
C: -0.932 -3.204 1.046
C: -2.033 -0.683 -4.393
C: 1.070 -0.553 -1.215
C: 4.175 1.297 3.911
C: -2.041 0.716 -4.455
C: 3.481 0.986 6.187
C: -2.503 0.081 1.160
C: 0.914 -0.629 3.122
C: -2.349 -0.604 -2.027
C: 4.461 1.113 5.271
C: 2.149 1.104 5.796
C: 1.880 0.306 0.942
C: -0.266 -4.466 -1.330
C: -4.505 -1.667 0.202
C: 0.994 -2.289 -3.592
C: 4.239 2.576 -1.295
C: -1.411 -4.504 0.766
C: -2.133 -1.287 -3.177
C: 0.471 1.912 -4.798
C: -4.546 -0.282 -0.151
H: -2.135 -2.367 -3.183
H: -2.707 1.202 -1.052
H: -3.519 1.628 0.193
H: -2.607 1.177 2.592
H: 0.160 4.706 -2.675
H: -5.264 -2.372 -0.106
H: -2.532 -1.049 -1.060
H: 3.026 2.798 0.376
H: -1.858 1.371 -5.294
H: -1.748 0.751 1.545
H: 1.874 -2.456 -2.970
H: 3.790 1.051 7.220
H: 1.204 -1.082 -2.146
H: 0.569 1.757 1.820
H: 2.805 1.325 2.452
H: 1.365 1.103 6.538
H: -2.207 -4.981 1.318
H: -0.153 1.443 -2.794
H: -1.183 1.706 0.054
H: 1.683 1.456 -3.089
H: 0.893 1.412 4.023
H: 2.021 -1.846 1.906
H: 2.874 -1.149 -0.220
H: 1.966 -2.413 3.570
H: 1.362 -1.649 -4.394
H: -1.219 -2.629 1.913
H: 2.554 1.510 -0.839
H: 0.684 2.904 -3.098
H: 0.477 -1.681 0.447
H: -3.400 -3.161 1.360
H: 5.047 1.633 3.369
H: 3.023 -1.042 3.278
H: -1.800 -1.253 -5.281
H: -0.721 0.275 -1.947
H: -1.201 3.768 -3.366
H: -1.307 -6.163 -0.738
H: -0.081 -4.997 -2.252
H: -0.922 0.855 2.298
H: -1.602 -1.519 2.054
H: -1.518 5.248 -2.467
H: -1.716 0.749 3.966
H: 3.778 1.213 0.360
H: 0.302 -1.695 -2.996

- Relative energy (zero: lowest compared OMol25 entry of this formula, charge and spin): 708.8 kcal per mole
- Calculated total energy: -66747.5803 eV
- Largest force on an atom: 0.29063 Eh/bohr
- Kohn-Sham gap: 8.7 eV
- Total charge: 0
- Molar mass: 726.8 g mol⁻¹
- HOMO: -0.3246 Eh
- E_LUMO: -0.1 eV

Record 3
DFT (ωB97M-V/def2-TZVPD) results for a molecular structure, C42H44Cl7NP2STeTl.

CARTESIAN COORDINATES (ANGSTROEM)
Tl: -0.212 -0.784 0.656
Te: 3.096 -2.146 0.824
Cl: 5.175 -2.287 -1.912
Cl: 6.375 0.006 -3.568
Cl: 3.568 3.620 -0.728
Cl: 2.149 1.349 0.785
Cl: 5.601 2.957 -2.997
Cl: -0.228 -2.591 3.816
Cl: 1.207 -6.269 0.016
S: 2.144 -4.311 2.408
P: -1.433 1.837 1.651
P: 0.393 -0.409 -2.261
N: -2.156 0.247 -0.741
C: 0.472 -4.435 1.916
C: -1.550 -0.530 -4.307
C: 3.819 -0.400 -0.469
C: -2.794 -0.321 -4.878
C: -5.338 -0.542 1.021
C: -1.630 3.628 -0.415
C: -3.184 0.245 0.178
C: -1.236 1.837 3.526
C: -0.573 -3.694 2.511
C: -3.809 0.180 -4.063
C: -2.363 0.093 -2.082
C: 1.059 2.201 -2.674
C: 1.599 -2.396 -4.067
C: -3.198 4.146 1.463
C: -5.198 0.212 2.186
C: 0.045 -5.299 0.881
C: 4.571 -0.042 2.554
C: 1.064 -2.096 -2.666
C: 4.716 -0.655 -1.513
C: 3.990 1.978 -1.053
C: -1.290 -0.299 -2.952
C: 2.971 -1.321 3.801
C: -1.819 3.586 1.112
C: 1.402 0.815 -3.232
C: 3.590 -1.037 2.589
C: -2.255 -4.645 1.092
C: 4.273 0.392 4.906
C: -3.018 0.959 1.399
C: -3.603 0.388 -2.716
C: 3.311 -0.608 4.949
C: -1.567 3.131 4.270
C: 0.026 -3.141 -2.257
C: 0.201 1.409 3.862
C: -1.898 -3.777 2.110
C: 1.297 0.875 -4.756
C: -4.033 0.939 2.362
C: 5.257 0.365 -2.303
C: 4.904 0.668 3.700
C: 4.911 1.689 -2.053
C: -4.359 -0.535 0.049
C: 3.428 0.934 -0.318
C: -1.277 -5.415 0.484
H: -3.985 3.465 1.135
H: 0.298 1.193 -5.059
H: -2.635 3.352 4.274
H: 1.949 -3.434 -4.098
H: -2.639 -3.153 2.596
H: -1.692 4.658 -0.780
H: 2.435 0.571 -2.955
H: -5.972 0.218 2.944
H: 1.526 -0.066 -5.251
H: -2.962 -0.516 -5.929
H: -1.528 -6.093 -0.324
H: -0.746 -0.881 -4.942
H: -0.667 3.208 -0.712
H: 2.446 -1.759 -4.325
H: 5.091 0.185 1.632
H: 5.664 1.440 3.646
H: -3.288 -4.719 0.772
H: 0.465 -4.141 -2.289
H: 2.006 1.625 -5.124
H: -1.040 4.201 1.571
H: 0.829 -2.290 -4.834
H: -1.042 3.990 3.839
H: -1.245 3.044 5.312
H: -2.406 3.036 -0.912
H: -0.834 -3.112 -2.934
H: 1.717 2.966 -3.098
H: 0.931 2.154 3.525
H: 1.151 2.237 -1.588
H: -3.345 5.099 0.944
H: 0.324 1.294 4.945
H: -6.224 -1.152 0.880
H: 1.910 -2.175 -1.977
H: 2.224 -2.102 3.854
H: -4.409 0.783 -2.113
H: -3.906 1.508 3.278
H: 0.467 0.453 3.406
H: 0.026 2.457 -2.931
H: 2.812 -0.843 5.881
H: -4.777 0.414 -4.493
H: -1.900 1.050 3.882
H: -4.474 -1.153 -0.832
H: 4.533 0.946 5.801
H: -3.328 4.329 2.528
H: -0.349 -2.986 -1.243

- Relative energy (zero: lowest compared OMol25 entry of this formula, charge and spin): 3.3 kcal per mole
- Calculated total energy: -174818.3298 eV
- Largest force on an atom: 0.00579 Eh/bohr
- Kohn-Sham gap: 6.3 eV
- Total charge: -1
- Molar mass: 1237.0 g mol⁻¹
- HOMO: -0.1568 Eh
- E_LUMO: 2.1 eV

Record 4
DFT (ωB97M-V/def2-TZVPD) results for a molecular structure, C42H45Cl2GdGeN6O4S at a distorted geometry.

CARTESIAN COORDINATES (ANGSTROEM)
Gd: 0.475 -0.473 -0.349
Ge: -1.699 -2.152 2.097
Cl: -1.877 0.741 -0.999
Cl: 1.169 1.548 2.933
S: 4.281 0.922 0.084
O: 5.242 0.830 1.173
O: 4.847 0.884 -1.249
O: -1.016 -2.101 -2.502
O: -0.381 5.451 -5.251
N: 2.109 -1.225 -3.494
N: 0.908 1.767 -1.720
N: 3.021 -0.049 0.261
N: -1.999 -1.854 -4.555
N: 0.320 3.456 -3.430
N: 2.107 -2.087 0.739
C: 3.366 3.317 -0.899
C: 0.975 4.756 -3.362
C: -0.357 -2.711 3.477
C: -3.451 0.217 2.093
C: 0.248 1.497 1.339
C: -2.060 0.094 4.035
C: 1.676 -3.492 5.252
C: -4.371 -3.063 3.182
C: -2.751 -0.676 -4.177
C: 3.585 2.564 0.244
C: 0.020 5.793 -3.932
C: -5.238 -5.305 3.043
C: -4.102 -5.687 2.342
C: -1.104 -2.417 -3.676
C: -0.226 -3.528 -4.209
C: 4.492 -2.026 0.473
C: 3.402 -4.053 1.144
C: 0.589 -4.324 5.020
C: -3.218 -3.429 2.493
C: -5.372 -3.987 3.456
C: 3.158 4.486 1.605
C: -0.416 -3.935 4.143
C: -2.630 1.264 4.520
C: 2.207 -3.379 1.048
C: 1.576 -0.959 -2.497
C: -0.146 3.080 -4.753
C: 0.635 2.542 -2.522
C: -1.043 4.194 -5.271
C: 3.479 3.140 1.497
C: -4.028 1.383 2.573
C: 3.227 -1.373 0.503
C: 2.650 6.736 0.581
C: 4.567 -3.348 0.820
C: -2.044 -2.202 -5.961
C: -2.466 -0.449 2.821
C: 0.745 -1.891 3.719
C: -3.617 1.911 3.790
C: 3.052 4.662 -0.780
C: 1.749 -2.269 4.598
C: 2.956 5.264 0.472
C: -0.849 -2.516 0.403
C: -3.111 -4.755 2.067
H: -3.992 -6.713 2.008
H: -4.486 -2.035 3.510
H: 0.658 2.369 0.814
H: 3.475 2.835 -1.862
H: -2.374 0.206 -4.709
H: -6.260 -3.676 3.996
H: 5.365 -1.469 0.178
H: 3.353 7.319 -0.019
H: 2.596 -1.610 4.756
H: 1.260 -3.884 1.211
H: -3.757 -0.174 1.129
H: 2.896 5.263 -1.671
H: -0.245 -3.653 -5.288
H: -2.644 -0.495 -3.113
H: -2.288 1.680 5.461
H: 0.701 2.941 -5.437
H: 0.510 6.764 -3.996
H: -4.781 1.896 1.986
H: -2.156 -3.277 -6.106
H: -1.950 4.240 -4.656
H: -4.062 2.824 4.170
H: 0.829 -0.939 3.206
H: 2.717 7.074 1.615
H: -0.507 -4.464 -3.723
H: 5.527 -3.853 0.824
H: 3.652 2.530 2.370
H: -1.158 -1.860 -6.508
H: 1.643 6.954 0.217
H: 3.071 4.938 2.587
H: 3.424 -5.097 1.425
H: 1.214 4.979 -2.324
H: -1.291 -0.401 4.616
H: -1.262 -4.592 3.977
H: 1.902 4.750 -3.952
H: -2.233 -5.048 1.498
H: 0.787 -3.270 -3.898
H: -1.315 4.005 -6.309
H: 2.462 -3.797 5.933
H: 0.525 -5.285 5.520
H: -0.761 1.787 1.642
H: -0.705 2.148 -4.679
H: -0.860 5.861 -3.281
H: -2.915 -1.717 -6.402
H: -6.017 -6.028 3.261
H: -3.808 -0.811 -4.425

- Relative energy (zero: lowest compared OMol25 entry of this formula, charge and spin): 81.4 kcal per mole
- Calculated total energy: -174643.2218 eV
- Largest force on an atom: 0.02770 Eh/bohr
- <S²>: 16.6316
- Kohn-Sham gap (spin up / spin down): 5.7 / 6.1 eV
- Total charge: -2
- Molar mass: 1030.7 g mol⁻¹
- Spin multiplicity: 8
- HOMO (spin up / spin down): -0.0685 / -0.0804 Eh
- E_LUMO (spin up / spin down): 3.9 / 3.9 eV